8
Properties=species:S:1:pos:R:3:nbo_charge:R:1 method="wB97M-V/def2-TZVPD" relative_energy_kcal_mol=27.97 homo_ha="-0.2774 / -0.2853" gap_ha="0.201 / 0.209" energy_ev=-31569.6620
Si 1.01 -0.76 -0.55 0.007
Si -1.59 0.76 0.02 0.135
Si -0.48 -0.90 1.30 0.169
Si -0.07 0.99 -1.71 0.220
H 1.96 -2.02 -1.07 -0.070
H -2.67 1.64 -0.14 -0.178
H -0.38 0.08 2.37 -0.150
H 2.22 0.20 -0.22 -0.132

14
Properties=species:S:1:pos:R:3:nbo_charge:R:1 method="wB97M-V/def2-TZVPD" relative_energy_kcal_mol=35.23 smiles=[NH3+]CC(O)(O)O homo_ha=-0.5650 charge=+1 gap_ha=0.428 energy_ev=-9828.9444
N -1.75 -0.29 0.15 -0.723
C -0.63 0.72 -0.01 -0.316
C 0.81 -0.04 -0.03 0.752
O 0.61 -1.12 0.84 -0.723
O 1.66 0.96 0.42 -0.718
O 1.20 -0.42 -1.26 -0.735
H -1.92 -0.52 -0.85 0.455
H -2.55 0.14 0.73 0.476
H -1.36 -1.20 0.56 0.482
H -0.43 1.23 1.00 0.265
H -0.67 1.42 -0.87 0.252
H 1.16 -1.82 0.60 0.509
H 2.50 0.63 0.65 0.499
H 1.39 0.31 -1.92 0.525